Density functional theory data (ωB97M-V with the def2-TZVPD basis set) for a molecular structure, C38H44N3O9PPt.

Each line ends with the Mulliken spin population.
Atoms and positions in Å:
Pt  -0.35  -0.24  0.06  1.573
C  3.62  -1.35  2.12  0.001
O  4.04  -2.26  1.11  0.001
C  3.80  -1.95  -0.21  0.009
C  4.76  -2.34  -1.12  -0.009
C  4.58  -2.14  -2.49  0.010
C  3.43  -1.53  -2.93  0.001
C  2.43  -1.11  -2.03  -0.038
C  1.22  -0.57  -2.62  -0.032
N  0.15  -0.18  -2.04  0.038
N  -0.88  0.18  -2.90  0.008
C  -2.04  0.10  -2.29  0.019
O  -2.27  -0.25  -1.10  0.129
C  -3.23  0.48  -3.12  0.012
C  -4.46  0.66  -2.50  0.004
C  -5.58  1.01  -3.24  -0.001
C  -5.48  1.18  -4.61  0.001
C  -4.26  1.00  -5.24  0.000
C  -3.14  0.65  -4.50  0.002
C  2.59  -1.31  -0.63  0.039
O  1.73  -0.96  0.26  -0.029
H  4.06  -1.73  3.04  0.000
H  2.54  -1.29  2.21  -0.001
H  4.01  -0.35  1.93  0.000
H  5.65  -2.82  -0.73  0.000
H  5.34  -2.46  -3.19  0.001
H  3.26  -1.36  -3.99  0.000
H  1.20  -0.54  -3.72  0.013
H  -4.51  0.52  -1.43  0.001
H  -6.53  1.15  -2.74  0.000
H  -6.36  1.46  -5.19  0.000
H  -4.18  1.14  -6.32  0.000
H  -2.17  0.52  -4.97  -0.001
C  -4.68  0.48  1.88  0.001
C  -4.12  -0.88  2.25  0.004
C  -4.51  -1.27  3.68  0.000
C  -4.56  -1.95  1.26  -0.002
O  -2.71  -0.74  2.10  0.035
P  -1.48  -1.31  2.92  0.018
O  -1.57  -1.17  4.39  0.007
O  -0.27  -0.72  2.20  0.059
O  -1.61  -2.89  2.51  0.000
C  -0.55  -3.85  2.67  -0.001
C  0.33  -3.55  3.89  -0.001
C  -1.26  -5.18  2.86  0.000
C  0.30  -3.86  1.40  0.000
H  -5.78  0.47  1.93  0.000
H  -4.36  0.74  0.87  -0.001
H  -4.28  1.25  2.55  0.000
H  -5.60  -1.33  3.74  0.000
H  -4.15  -0.53  4.39  0.000
H  -4.08  -2.23  3.95  0.000
H  -5.65  -2.05  1.26  0.000
H  -4.11  -2.91  1.51  0.000
H  -4.23  -1.66  0.26  0.000
H  -0.27  -3.52  4.80  0.000
H  0.82  -2.58  3.78  0.001
H  1.10  -4.32  3.97  0.000
H  -1.87  -5.15  3.77  0.000
H  -0.54  -5.99  2.94  0.000
H  -1.92  -5.37  2.01  0.000
H  0.71  -2.87  1.21  0.009
H  -0.31  -4.15  0.55  0.001
H  1.13  -4.57  1.50  0.000
C  5.10  1.43  -2.46  0.000
C  3.72  2.01  -2.61  -0.001
C  3.23  2.30  -3.88  0.000
C  1.94  2.78  -4.05  0.001
C  1.15  3.01  -2.95  0.002
C  1.62  2.73  -1.66  0.004
N  0.72  2.93  -0.60  0.003
C  1.02  3.46  0.64  0.007
C  2.12  4.32  0.80  -0.001
C  2.42  4.85  2.04  0.001
C  1.63  4.56  3.14  -0.001
C  0.51  3.77  2.97  0.001
C  0.17  3.22  1.74  -0.003
C  -1.15  2.47  1.64  0.003
O  -2.00  2.72  2.50  0.029
O  -1.34  1.70  0.62  0.078
C  2.90  2.20  -1.49  -0.005
C  3.38  1.74  -0.14  -0.002
H  5.64  1.49  -3.40  0.000
H  5.05  0.38  -2.17  0.000
H  5.68  1.96  -1.70  0.000
H  3.87  2.13  -4.74  0.000
H  1.56  2.97  -5.05  0.000
H  0.13  3.38  -3.05  0.000
H  -0.16  2.42  -0.62  0.012
H  2.73  4.56  -0.06  0.000
H  3.29  5.50  2.14  0.000
H  1.88  4.97  4.12  0.000
H  -0.16  3.56  3.79  0.000
H  2.54  1.45  0.49  -0.007
H  3.94  2.51  0.39  0.000
H  4.02  0.86  -0.25  0.001

Its HOMO energy (spin up / spin down) is -1.9 / -2.4 eV. The value obtained for the orbital gap (spin up / spin down) is 0.233 / 0.251 Ha. As for the net charge: -2. The spin multiplicity is 3.

Density functional theory data (ωB97M-V with the def2-TZVPD basis set) for a molecular structure, C38H44NbO.

Each line ends with the Löwdin charge.
Atoms and positions in Å:
O  -4.96  0.31  2.02  -0.581
Nb  -2.95  0.97  1.86  1.097
C  -2.74  0.16  -0.27  -0.483
C  -3.90  0.71  -1.30  -0.295
C  -3.64  2.35  -1.45  -0.189
C  -4.92  3.39  -1.23  -0.059
C  -4.57  5.00  -1.34  -0.076
C  -3.04  5.54  -1.69  -0.088
C  -1.79  4.49  -1.91  -0.088
C  -2.13  2.89  -1.80  -0.047
H  -5.22  -0.28  1.24  -0.013
H  -3.42  2.63  1.32  -0.153
H  -3.05  1.49  3.59  -0.199
H  -2.42  -0.68  2.45  -0.173
H  -1.16  1.44  1.89  -0.185
H  -2.81  -1.03  -0.31  0.037
H  -1.63  0.41  -0.61  0.017
H  -3.88  0.18  -2.37  0.094
H  -4.98  0.62  -0.82  0.089
H  -6.02  3.00  -1.00  0.102
H  -5.44  5.77  -1.21  0.065
H  -2.78  6.69  -1.79  0.064
H  -0.68  4.79  -2.16  0.083
H  -1.28  2.10  -1.98  0.083
C  1.47  3.76  1.02  -0.087
C  2.60  4.34  1.60  -0.101
C  2.57  5.67  2.02  -0.112
C  1.40  6.42  1.88  -0.109
C  0.27  5.84  1.30  -0.089
C  0.30  4.51  0.87  -0.091
H  1.50  2.73  0.69  0.094
H  3.51  3.76  1.72  0.076
H  3.45  6.12  2.47  0.091
H  1.37  7.45  2.21  0.092
H  -0.64  6.42  1.19  0.100
H  -0.57  4.06  0.42  0.068
C  -7.80  -0.17  -4.92  -0.103
C  -6.67  0.41  -4.34  -0.090
C  -6.70  1.74  -3.92  -0.087
C  -7.87  2.49  -4.06  -0.093
C  -9.00  1.91  -4.64  -0.106
C  -8.96  0.58  -5.07  -0.109
H  -7.77  -1.20  -5.25  0.096
H  -5.76  -0.17  -4.22  0.094
H  -5.82  2.19  -3.47  0.076
H  -7.90  3.52  -3.73  0.100
H  -9.91  2.49  -4.75  0.095
H  -9.84  0.13  -5.52  0.094
C  4.70  -0.25  0.36  -0.091
C  4.63  0.82  1.25  -0.088
C  5.77  1.56  1.55  -0.099
C  6.99  1.24  0.95  -0.101
C  7.06  0.16  0.06  -0.103
C  5.92  -0.58  -0.23  -0.103
H  3.81  -0.83  0.13  0.103
H  3.68  1.08  1.71  0.102
H  5.71  2.40  2.24  0.097
H  7.88  1.82  1.18  0.097
H  8.01  -0.09  -0.41  0.096
H  5.98  -1.42  -0.92  0.090
C  3.75  -6.10  -1.31  -0.094
C  3.67  -5.02  -0.42  -0.107
C  4.82  -4.28  -0.12  -0.095
C  6.03  -4.61  -0.72  -0.099
C  6.11  -5.68  -1.61  -0.101
C  4.97  -6.43  -1.90  -0.100
H  2.86  -6.68  -1.54  0.101
H  2.72  -4.76  0.04  0.106
H  4.76  -3.45  0.57  0.093
H  6.92  -4.03  -0.49  0.098
H  7.06  -5.94  -2.08  0.097
H  5.02  -7.27  -2.59  0.097
C  1.66  -5.56  5.37  -0.096
C  1.20  -6.58  4.55  -0.099
C  1.81  -6.82  3.32  -0.096
C  2.90  -6.04  2.91  -0.098
C  3.36  -5.01  3.74  -0.092
C  2.74  -4.77  4.97  -0.094
H  1.19  -5.37  6.33  0.100
H  0.36  -7.20  4.87  0.098
H  1.45  -7.62  2.67  0.098
H  3.38  -6.22  1.96  0.081
H  4.20  -4.40  3.43  0.097
H  3.10  -3.97  5.61  0.100

Its HOMO energy is -4.7 eV. The value obtained for the orbital gap is 0.253 Ha. As for the net charge: -1. Its energy above the lowest of the compared OMol25 structures with the same formula, charge and spin is 754.2 kJ/mol.

| no. | strongest force on any atom (eV Å⁻¹) | energy (Eh) |
| --- | --- | --- |
| 1 | 0.39 | -2776.7414 |
| 2 | 5.19 | -1606.1116 |